Entry 1:
Below is a molecular structure, C29H38N4O2P2Pd in a non-equilibrium geometry, with properties calculated with wB97M-V/def2-TZVPD.

Computed properties:
* E: -2307.588178 a.u.
* spin multiplicity: 3
* HOMO-LUMO gap (spin up / spin down): 0.1927 / 0.2277 hartree
* energy relative to the best compared isomer or geometry (same formula, charge and spin): 103.52 kcal per mole

Each line ends with the Mulliken charge.
Geometry (Å):
Pd -0.8530 1.2181 -2.2124  0.1957
C -0.2310 2.7711 -5.7252  -0.3836
C 0.4637 3.6204 -4.9606  -0.4911
C 0.0300 5.0322 -4.6822  -1.5885
C -1.4660 5.2494 -4.3440  -1.7295
C -2.0609 4.1098 -3.5794  0.7398
C -2.5663 2.9462 -4.0047  -0.4003
C -2.7534 2.5832 -5.4508  -1.1725
C -1.5819 2.9850 -6.3564  -1.0959
C -1.7432 0.0093 -0.7045  -1.6879
H 0.2938 1.8882 -6.1035  0.3364
H 1.5195 3.3790 -4.7600  1.8631
H 0.2872 5.6675 -5.5439  0.4450
H 0.6216 5.4387 -3.8570  0.4102
H -1.5211 6.1461 -3.6924  0.3864
H -2.0384 5.5308 -5.2403  0.4875
H -2.0942 4.3093 -2.5082  0.7594
H -3.0689 2.2488 -3.3301  0.2925
H -3.6951 2.9653 -5.9106  0.3678
H -2.8506 1.4924 -5.4914  0.2532
H -1.6244 2.3521 -7.2626  0.4172
H -1.7218 4.0218 -6.7027  0.3955
H -1.6162 -1.0767 -0.8555  0.6322
H -2.8230 0.1818 -0.6351  0.5065
H -1.2767 0.3012 0.2456  0.2802
P -0.6570 3.0963 -0.6702  0.6527
P 1.3773 1.5149 -2.8395  -0.1399
N -2.5489 3.6938 -0.4761  0.4800
N -0.3443 3.2809 1.0091  0.5965
N 1.3894 0.5441 -4.5024  0.9110
N 2.8306 0.6086 -2.2863  0.8272
C 0.6767 4.0722 -1.4614  -0.6665
C 1.7974 3.2432 -2.2086  -1.6432
C -3.4853 2.8017 -0.9913  -0.6041
C -4.7331 3.3927 -1.1070  -0.7250
C -4.5962 4.7188 -0.5998  -0.8180
C -3.2577 4.8741 -0.2011  -0.6008
C -1.1275 2.5781 1.9563  -0.4751
C -1.0974 3.2585 3.1557  -0.6703
C -0.2981 4.4363 2.9685  -0.6505
C 0.1401 4.4325 1.6604  -0.4525
C 0.2624 -0.1923 -4.8843  -0.4683
C 0.4158 -0.6462 -6.1951  -0.8520
C 1.6694 -0.1571 -6.6656  -1.0407
C 2.2605 0.5583 -5.6085  -0.6340
C 3.8380 -0.0847 -2.9745  -0.6726
C 4.9669 -0.1793 -2.1630  -0.8227
C 4.6526 0.4553 -0.9263  -1.0997
C 3.3482 0.9119 -1.0185  -0.5598
H 1.1738 4.6462 -0.6669  0.5122
H 0.2099 4.8401 -2.1078  0.0254
H 2.1818 3.8314 -3.0541  0.9158
H 2.6440 3.1206 -1.5089  0.9859
H -3.2252 1.8051 -1.2957  0.4053
H -5.6034 2.8920 -1.5115  0.4871
H -5.3910 5.4536 -0.5659  0.4204
H -2.7742 5.7018 0.2996  0.4945
H -1.6231 1.6582 1.6836  0.4288
H -1.5964 2.9557 4.0692  0.4403
H -0.0865 5.1803 3.7212  0.4581
H 0.7649 5.1284 1.1332  0.4772
H -0.5594 -0.3709 -4.2005  0.4307
H -0.3278 -1.2524 -6.6951  0.4647
H 2.0693 -0.2961 -7.6654  0.4103
H 3.2507 0.9980 -5.5444  0.6787
H 3.6837 -0.4559 -3.9737  0.6844
H 5.9101 -0.6384 -2.4301  0.4245
H 5.2868 0.5654 -0.0574  0.4461
H 2.7741 1.5068 -0.3244  0.7975
C 1.0808 -0.3284 0.6493  -0.7198
O 0.9077 -1.1103 -0.5688  -0.2748
C 0.3864 -0.7142 -1.7712  0.2932
O 0.4752 -1.5435 -2.6662  -0.5768
H 2.1163 -0.4919 0.9705  0.3796
H 0.3873 -0.7121 1.4080  0.3234
H 0.8809 0.7443 0.5207  0.0968

Cartesian forces (eV/Å) of the 6 atoms listed first:
0.6137 -0.4233 1.0310
0.7881 0.0647 -0.7691
-0.0527 0.0800 -1.2111
0.1292 0.3116 0.1813
-0.0240 0.5954 -0.0734
-0.3974 -0.2897 0.8233


Entry 2:
Below is a molecular structure, C29H39BF4N2OPtS in a non-equilibrium geometry, with properties calculated with wB97M-V/def2-TZVPD.

Computed properties:
* E: -2255.187068 a.u.
* HOMO-LUMO gap (spin up / spin down): 0.2646 / 0.2644 hartree
* energy relative to the best compared isomer or geometry (same formula, charge and spin): 32.58 kcal per mole

Each line ends with the Mulliken charge.
Geometry (Å):
Pt -0.8882 -0.9739 -0.3508  1.1254
C 1.3663 -1.8473 4.5209  -1.6227
C 0.3477 -2.2067 3.4368  0.9603
C 0.1497 -3.7269 3.3494  -1.5016
C -0.9964 -1.5186 3.6593  0.7328
C -1.7230 -1.8505 4.8016  -0.3962
C -3.0030 -1.3738 5.0011  -1.4907
C -3.5945 -0.5899 4.0228  -1.0038
C -2.9103 -0.2190 2.8735  0.6667
C -3.6647 0.5930 1.8369  0.4468
C -3.0549 1.9776 1.5882  -1.2198
C -3.8667 -0.2393 0.5706  -0.8664
C -1.5752 -0.6386 2.7253  -0.3562
N -0.7721 -0.2080 1.6118  0.3204
C 0.3719 0.3687 1.8107  -0.1685
C 1.3134 0.3928 0.7824  0.2820
C 2.6298 0.8469 0.6821  -2.0072
C 3.1133 0.3608 -0.5291  -0.2437
C 2.0817 -0.3965 -1.1394  -0.5608
N 1.0109 -0.3508 -0.3377  0.8314
C 2.1831 -1.2126 -2.4142  2.7531
C 2.8891 -2.5350 -2.0645  -1.9782
C 3.0186 -0.4467 -3.4456  -1.4933
C 0.8138 -1.5295 -3.0179  -1.6668
H 2.3206 -2.3436 4.3246  0.4469
H 1.0185 -2.1649 5.5081  0.3220
H 1.5473 -0.7685 4.5636  0.3249
H 0.7586 -1.8994 2.4813  -0.0701
H -0.1745 -4.1404 4.3098  0.3405
H 1.0897 -4.2137 3.0710  0.4366
H -0.6002 -3.9743 2.5935  0.2526
H -1.2798 -2.5183 5.5349  0.3328
H -3.5510 -1.6320 5.9018  0.3722
H -4.6193 -0.2587 4.1476  0.3954
H -4.6605 0.7638 2.2494  0.5969
H -2.0442 1.9013 1.1939  0.0150
H -3.0169 2.5502 2.5198  0.3364
H -3.6595 2.5377 0.8674  0.4156
H -2.9081 -0.4418 0.0791  -0.2089
H -4.5089 0.2655 -0.1559  0.4086
H -4.2966 -1.2139 0.8024  0.4037
H 0.6052 0.7841 2.7898  0.5001
H 3.1588 1.4383 1.4191  0.5081
H 4.1081 0.5049 -0.9313  0.5132
H 3.8748 -2.3486 -1.6308  0.3838
H 3.0151 -3.1429 -2.9657  0.4555
H 2.2990 -3.1070 -1.3434  0.3506
H 4.0464 -0.3015 -3.0991  0.3510
H 2.5838 0.5376 -3.6479  0.0202
H 3.0555 -1.0099 -4.3830  0.4551
H 0.2127 -2.1532 -2.3514  0.2770
H 0.9457 -2.1024 -3.9395  0.4844
H 0.2503 -0.6222 -3.2478  0.2093
F -2.2049 -4.8396 -1.0398  -0.3533
B -2.5750 -3.6018 -0.5503  0.3550
F -1.7874 -3.2621 0.6201  -0.2296
F -2.2372 -2.5605 -1.5457  -0.4130
F -3.9280 -3.4991 -0.2382  -0.3672
C 4.0155 4.4158 -2.5837  -1.5155
C 2.6172 3.8568 -2.4980  0.9623
C 2.1255 2.9996 -3.4834  -0.8622
C 0.8579 2.4522 -3.3880  -0.3818
C 0.0581 2.7818 -2.3016  0.5773
C 0.5281 3.6257 -1.3052  -0.4331
C 1.8026 4.1618 -1.4113  -0.7163
S -1.5457 2.0550 -2.0672  0.4961
C -2.2857 2.5351 -3.6123  -1.2284
O -1.4117 0.5527 -2.1808  -0.6948
H 4.4458 4.2635 -3.5731  0.3848
H 4.6653 3.9207 -1.8546  0.3000
H 4.0284 5.4836 -2.3592  0.3839
H 2.7514 2.7529 -4.3353  0.3161
H 0.5051 1.7570 -4.1436  0.1993
H -0.1013 3.8596 -0.4510  0.4033
H 2.1777 4.8162 -0.6305  0.4288
H -1.6918 2.1431 -4.4359  0.3430
H -2.3353 3.6258 -3.6418  0.4362
H -3.2856 2.1022 -3.6250  0.4368

Cartesian forces (eV/Å) of the 6 atoms listed first:
1.0444 0.5397 1.3200
0.0134 0.0560 0.0120
-0.1198 -0.0874 0.1865
-0.0726 -0.0226 -0.0418
0.1442 -0.0457 -0.1569
0.0686 -0.0385 -0.0004


Entry 3:
Below is a molecular structure, C29H39MoN4S2, with properties calculated with wB97M-V/def2-TZVPD.

Computed properties:
* E: -2212.110509 a.u.
* HOMO-LUMO gap: 0.2235 hartree
* energy relative to the best compared isomer or geometry (same formula, charge and spin): 0.00 kcal per mole
* total charge: -1

Each line ends with the Mulliken charge.
Geometry (Å):
Mo -0.1821 -0.1252 -0.5040  -0.7236
C -1.1435 -2.8402 2.2684  -1.3903
N -0.6607 -1.4523 2.1742  1.0899
C 0.7777 -1.4258 2.3823  0.0674
C 1.5350 -2.1551 1.2901  -1.8109
N 1.7309 -1.3492 0.0510  1.8620
C 2.8214 -0.3885 0.2780  -1.1642
C 2.0414 -2.2981 -1.0149  -0.9867
C 3.3472 -2.6277 -1.3498  0.0404
C 3.6110 -3.5549 -2.3491  -0.9416
C 2.5526 -4.1668 -3.0038  -0.5650
C 1.2490 -3.8501 -2.6585  -0.8691
C 0.9627 -2.9141 -1.6628  1.0191
S -0.6986 -2.5296 -1.2507  -0.5338
C -1.3925 -0.5966 3.0719  0.0946
C -0.7619 -0.0264 4.1777  -0.2935
C -1.4206 0.8407 5.0411  -0.8301
C -2.7505 1.1402 4.7952  -0.6303
C -3.3995 0.5496 3.7243  -0.6882
C -2.7768 -0.3511 2.8418  0.2919
S -3.7186 -1.0991 1.5833  -0.4374
H -0.6531 -3.3474 3.1148  0.3257
H -0.9495 -3.3848 1.3462  0.1868
H -2.2186 -2.8383 2.4120  0.4813
H 1.0518 -1.9013 3.3403  0.8017
H 1.1042 -0.3866 2.4313  -0.7919
H 1.0009 -3.0581 1.0084  0.7829
H 2.5233 -2.4566 1.6602  0.1860
H 3.7330 -0.8878 0.6252  0.4411
H 2.5035 0.3149 1.0352  0.0089
H 3.0215 0.1618 -0.6389  0.2687
H 4.1772 -2.1484 -0.8497  0.3259
H 4.6347 -3.7871 -2.6135  0.3964
H 2.7402 -4.8874 -3.7906  0.3798
H 0.4177 -4.3151 -3.1729  0.4347
H 0.2762 -0.2501 4.3827  0.3473
H -0.8926 1.2745 5.8816  0.3499
H -3.2897 1.8264 5.4387  0.3204
H -4.4448 0.7644 3.5393  0.4098
C -2.8872 -0.3577 -2.1378  -1.3413
N -2.0907 0.7133 -1.5107  0.5087
C -2.9842 1.4613 -0.6096  -0.5615
C -1.6327 1.6504 -2.5574  -0.6872
C -0.4001 1.1625 -3.2512  1.2344
C -0.1691 1.4943 -4.5812  -1.0335
C 1.0137 1.1155 -5.1984  -0.5719
C 1.9528 0.4062 -4.4649  -1.1068
C 1.7004 0.0765 -3.1376  0.1885
C 0.5163 0.4300 -2.4779  1.1641
H -3.7602 0.0828 -2.6373  0.3616
H -3.2222 -1.0455 -1.3623  0.2368
H -2.2810 -0.8942 -2.8643  0.4005
H -3.3440 0.8051 0.1821  -0.1519
H -3.8375 1.8548 -1.1809  0.4024
H -2.4328 2.2923 -0.1803  0.0187
H -1.4003 2.5928 -2.0574  0.1831
H -2.4532 1.8489 -3.2612  0.3754
H -0.9192 2.0489 -5.1374  0.4000
H 1.1971 1.3659 -6.2366  0.3590
H 2.8839 0.0980 -4.9281  0.4501
H 2.4608 -0.4947 -2.6205  0.0594
C -0.7964 2.8979 2.0325  -1.1508
C 0.3259 2.6078 1.0312  1.7812
C 1.6554 2.5680 1.7899  -1.8382
C 0.3981 3.7279 -0.0144  -1.6750
N 0.0910 1.3602 0.3381  -0.3509
H -0.5862 3.8269 2.5693  0.4440
H -0.8872 2.0898 2.7558  0.1232
H -1.7570 3.0045 1.5325  0.3154
H 1.7950 3.5168 2.3135  0.5159
H 2.4951 2.4311 1.1077  0.3033
H 1.6596 1.7735 2.5392  0.2957
H 0.6793 4.6731 0.4570  0.4556
H -0.5724 3.8637 -0.4928  0.3124
H 1.1298 3.4783 -0.7848  0.3234

Cartesian forces (eV/Å) of the 6 atoms listed first:
-0.2225 0.0258 -0.0624
-0.0361 -0.0421 0.0097
0.0092 0.0082 -0.0061
0.0684 0.0113 -0.0399
-0.0625 -0.0039 0.0495
0.0357 -0.0124 -0.0227